Record 1
{
  "formula": "C19H19BrIIrN5O5S",
  "method": "the ωB97M-V functional and the def2-TZVPD basis",
  "homo_ev": -11.4,
  "spin_multiplicity": 1,
  "total_charge": 1,
  "homo_lumo_gap_ev": 8.60,
  "elements": ["Ir", "I", "Br", "S", "O", "O", "O", "O", "O", "N", "N", "N", "N", "N", "C", "C", "C", "C", "C", "C", "C", "C", "C", "C", "C", "C", "C", "C", "C", "C", "C", "C", "C", "H", "H", "H", "H", "H", "H", "H", "H", "H", "H", "H", "H", "H", "H", "H", "H", "H", "H", "H"],
  "xyz": [[-0.004, 0.733, -0.801], [-4.003, -0.805, -4.472], [-1.736, 1.053, 6.498], [1.814, 0.856, -2.284], [-0.207, -1.257, -0.633], [1.264, 0.727, 0.792], [-0.889, 0.812, 1.101], [0.671, -1.565, -2.674], [-1.651, 0.897, -2.061], [3.228, 3.225, -2.039], [-2.862, -0.810, -1.171], [3.066, 4.511, -1.587], [0.001, 2.839, -0.916], [1.289, 3.302, -1.232], [-0.066, -6.218, -0.962], [0.839, 0.094, 5.767], [-0.554, 0.804, 3.935], [1.204, 5.731, -0.500], [-0.599, -3.977, -0.282], [1.873, 4.554, -1.101], [0.480, 0.486, 3.058], [-3.845, 0.600, -2.875], [0.733, -4.357, -2.252], [-2.706, 0.216, -1.983], [0.650, -5.724, -2.044], [0.228, -2.016, -1.638], [0.110, -3.479, -1.371], [1.857, -0.228, 4.880], [-0.357, 0.611, 5.289], [1.688, -0.028, 3.520], [-0.693, -5.345, -0.082], [2.158, 2.456, -1.849], [0.281, 0.678, 1.623], [-4.793, 0.597, -2.346], [1.275, -3.950, -3.096], [2.473, -0.272, 2.817], [-2.066, -1.163, -0.643], [-1.248, -5.732, 0.762], [-0.655, 3.155, -1.633], [1.140, -6.405, -2.726], [0.310, 6.005, -1.061], [0.923, 5.539, 0.537], [-3.712, -1.348, -1.204], [-0.312, 3.192, -0.012], [4.096, 2.953, -2.472], [0.970, -0.058, 6.830], [-3.652, 1.570, -3.316], [-1.068, -3.292, 0.413], [-0.136, -7.286, -0.803], [2.784, -0.636, 5.258], [1.898, 6.567, -0.520], [-1.490, 1.190, 3.559]],
  "lowdin_charge": [1.2606, 0.8676, 0.7783, 0.8202, -0.2498, -0.1086, -0.0956, -0.0262, -0.1485, 0.0661, 0.2251, 0.1537, 0.0212, -0.0616, -0.0721, -0.0986, -0.0562, 0.0136, -0.0294, -0.3074, -0.1422, -0.5510, -0.0108, -0.6054, -0.0635, -0.5528, -0.1383, -0.0457, -0.6755, 0.0021, -0.0718, -0.6657, -0.5242, 0.0599, 0.1206, 0.1257, 0.0880, 0.1060, 0.1440, 0.1084, 0.0932, 0.0927, 0.1294, 0.1410, 0.1731, 0.1095, 0.0549, 0.1084, 0.1077, 0.1162, 0.0980, 0.1154]
}


Record 2
{
  "formula": "C19H19BrN4O3",
  "method": "the ωB97M-V functional and the def2-TZVPD basis",
  "homo_ev": -8.4,
  "spin_multiplicity": 1,
  "homo_lumo_gap_ev": 8.36,
  "elements": ["Br", "O", "O", "O", "N", "N", "N", "N", "C", "C", "C", "C", "C", "C", "C", "C", "C", "C", "C", "C", "C", "C", "C", "C", "C", "C", "C", "H", "H", "H", "H", "H", "H", "H", "H", "H", "H", "H", "H", "H", "H", "H", "H", "H", "H", "H"],
  "xyz": [[2.151, -4.804, 6.569], [-0.345, 0.213, -3.514], [0.227, 1.585, 2.618], [-5.652, 2.367, -2.977], [0.777, 1.489, 0.438], [-0.508, 1.835, -1.951], [-3.366, 1.982, -2.776], [-4.637, 0.247, -3.258], [2.286, -2.095, 3.419], [1.489, -0.287, 1.897], [2.588, -3.941, 4.938], [3.831, -3.875, 2.895], [0.110, 2.743, 0.087], [3.224, -2.674, 2.564], [3.514, -4.516, 4.084], [-3.340, -0.172, -3.202], [0.945, 1.972, -1.816], [1.607, -0.829, 3.108], [-1.050, 0.944, -2.827], [-2.509, 0.887, -2.904], [1.401, 0.934, -0.779], [1.979, -2.739, 4.616], [1.033, 3.262, -1.010], [-2.997, -1.602, -3.447], [-4.607, 1.525, -3.012], [0.784, 0.991, 1.699], [-1.138, 2.370, -0.725], [-0.069, 3.406, 0.924], [2.491, 0.917, -0.684], [1.041, -0.063, -1.027], [-3.251, -1.886, -4.468], [-1.935, -1.796, -3.306], [-3.555, -2.256, -2.775], [-6.432, 1.838, -3.195], [4.560, -4.315, 2.227], [-3.121, 2.937, -2.597], [-1.754, 1.632, -0.213], [1.162, -0.307, 3.948], [3.498, -2.185, 1.638], [0.640, 4.131, -1.537], [1.486, 1.942, -2.754], [1.258, -2.312, 5.301], [1.898, -0.787, 1.026], [3.986, -5.452, 4.350], [-1.739, 3.259, -0.936], [2.040, 3.483, -0.657]],
  "lowdin_charge": [0.7374, 0.0691, 0.0466, 0.1098, -0.0030, 0.0010, 0.1785, 0.1669, -0.2080, 0.0096, -0.6821, -0.0691, -0.2176, -0.0311, -0.1290, -0.2657, -0.2226, -0.0085, -0.4012, -0.1132, -0.0701, -0.0802, -0.0617, -0.0216, -0.4542, -0.4503, -0.0649, 0.1532, 0.1312, 0.1287, 0.0840, 0.0699, 0.0795, 0.1223, 0.1073, 0.1531, 0.1401, 0.1245, 0.1085, 0.1275, 0.1556, 0.1101, 0.0957, 0.1003, 0.1139, 0.1297]
}


Record 3
{
  "formula": "C19H19Cl2O2S5W",
  "method": "the ωB97M-V functional and the def2-TZVPD basis",
  "homo_ev": [-10.1, -10.6],
  "spin_multiplicity": 3,
  "total_charge": 1,
  "homo_lumo_gap_ev": [6.66, 6.50],
  "s_squared": 2.018,
  "elements": ["W", "Cl", "Cl", "S", "S", "S", "S", "S", "O", "O", "C", "C", "C", "C", "C", "C", "C", "C", "C", "C", "C", "C", "C", "C", "C", "C", "C", "C", "C", "H", "H", "H", "H", "H", "H", "H", "H", "H", "H", "H", "H", "H", "H", "H", "H", "H", "H", "H"],
  "xyz": [[-0.116, -0.095, -0.597], [6.305, -3.713, -0.786], [4.536, 1.362, -0.737], [-2.120, -1.503, -0.722], [-0.689, 1.687, -2.361], [-2.048, 1.056, 0.530], [1.007, 1.848, 0.623], [0.409, -1.428, 1.343], [0.377, -1.841, -1.863], [1.905, 0.126, -1.097], [-2.272, -2.032, 0.956], [-3.499, -2.531, 1.390], [0.169, 3.212, -1.755], [4.217, -0.327, -0.893], [-0.182, 2.704, 1.699], [2.670, -2.128, -1.301], [4.995, -2.602, -0.943], [1.399, -2.538, -1.803], [-1.385, -2.363, 3.170], [1.295, 2.994, -0.765], [-3.127, 1.560, -0.847], [3.731, -3.045, -1.223], [-1.593, 2.723, 1.156], [-1.197, -1.958, 1.847], [-2.436, 2.173, -2.062], [2.880, -0.745, -1.083], [5.246, -1.232, -0.803], [-3.667, -2.939, 2.701], [-2.608, -2.845, 3.596], [-0.544, -2.302, 3.849], [-2.738, -3.148, 4.626], [0.583, 3.675, -2.650], [-3.856, 2.256, -0.430], [-0.130, 2.144, 2.633], [-2.967, 1.869, -2.962], [0.191, 3.712, 1.876], [3.538, -4.098, -1.380], [-2.303, 2.946, 1.952], [-4.624, -3.328, 3.024], [-4.315, -2.598, 0.682], [1.342, -3.539, -2.245], [-0.596, 3.873, -1.356], [2.160, 2.544, -1.246], [1.596, 3.950, -0.334], [-1.716, 3.452, 0.358], [-3.637, 0.640, -1.109], [6.257, -0.888, -0.631], [-2.445, 3.260, -2.025]],
  "mulliken_spin": [1.7544, 0.0009, 0.0005, -0.0247, -0.0165, -0.0129, -0.0206, 0.1316, -0.0161, 0.0526, 0.0304, 0.0032, 0.0032, -0.0011, 0.0110, 0.0265, 0.0056, 0.0180, 0.0183, 0.0152, 0.0151, -0.0084, -0.0090, 0.0202, 0.0015, -0.0074, -0.0009, 0.0145, -0.0022, 0.0003, 0.0003, -0.0036, -0.0014, -0.0008, -0.0025, -0.0017, -0.0001, -0.0004, 0.0010, -0.0012, -0.0013, -0.0011, 0.0031, -0.0012, 0.0006, 0.0060, 0.0002, 0.0003]
}


Record 4
{
  "formula": "C19H19Cl3MnN4STe",
  "method": "the ωB97M-V functional and the def2-TZVPD basis",
  "homo_ev": [-12.6, -12.6],
  "spin_multiplicity": 2,
  "total_charge": 2,
  "homo_lumo_gap_ev": [5.89, 6.11],
  "s_squared": 0.830,
  "elements": ["Te", "Mn", "Cl", "Cl", "Cl", "S", "N", "N", "N", "N", "C", "C", "C", "C", "C", "C", "C", "C", "C", "C", "C", "C", "C", "C", "C", "C", "C", "C", "C", "H", "H", "H", "H", "H", "H", "H", "H", "H", "H", "H", "H", "H", "H", "H", "H", "H", "H", "H"],
  "xyz": [[-0.980, 2.762, -0.217], [0.509, -0.197, 1.267], [-3.644, 0.575, 4.135], [-4.633, -1.546, 2.401], [-4.714, 1.224, 1.505], [1.936, 0.004, -0.368], [0.948, -1.669, 2.504], [1.296, -3.700, 3.242], [-1.457, -0.187, 1.450], [4.577, 0.109, -0.346], [1.619, -5.127, 3.257], [5.860, -0.222, -0.596], [3.776, -1.857, -1.339], [-3.861, 0.032, 2.473], [-2.298, 1.526, -1.364], [-1.552, 4.366, -1.506], [0.941, -2.939, 4.328], [1.288, -2.906, 2.167], [3.520, -0.660, -0.683], [-4.672, 2.825, -4.019], [-3.312, 4.654, -3.265], [0.721, -1.682, 3.866], [-4.015, 1.979, -3.144], [5.083, -2.226, -1.606], [6.144, -1.404, -1.227], [-2.648, 3.807, -2.380], [-2.508, -0.107, 1.896], [-4.318, 4.168, -4.080], [-3.002, 2.462, -2.319], [1.529, -3.241, 1.172], [-1.727, 0.766, -1.895], [-4.291, 0.932, -3.097], [0.872, -5.685, 2.697], [0.885, -3.349, 5.321], [6.610, 0.488, -0.280], [4.379, 0.993, 0.110], [2.942, -2.472, -1.645], [-1.895, 5.193, -0.889], [2.604, -5.289, 2.827], [7.169, -1.674, -1.428], [5.282, -3.156, -2.122], [-0.688, 4.691, -2.080], [-4.830, 4.835, -4.760], [-3.037, 5.701, -3.313], [1.622, -5.468, 4.288], [0.437, -0.801, 4.416], [-5.460, 2.442, -4.653], [-3.007, 1.028, -0.702]],
  "mulliken_spin": [-0.0004, 1.0182, 0.0008, 0.0002, 0.0011, -0.0149, -0.0504, 0.0044, -0.0120, 0.0022, -0.0003, -0.0001, 0.0008, -0.0003, 0.0012, 0.0008, 0.0028, 0.0245, -0.0044, 0.0000, 0.0001, 0.0112, 0.0001, -0.0001, 0.0013, -0.0010, 0.0146, 0.0000, -0.0002, -0.0005, 0.0002, 0.0000, 0.0001, 0.0000, 0.0000, -0.0005, -0.0003, -0.0001, 0.0001, 0.0001, 0.0000, 0.0000, 0.0000, 0.0000, -0.0001, 0.0009, 0.0000, -0.0004]
}